Here is a 12-piece molecular cluster, C38H102N2O32S10 overall from OMol25. Energies are from ωB97M-V with the def2-TZVPD basis set.

Summary:
* spin multiplicity: 1
* total energy: -8007.89370 hartree
* HOMO level: -9.239 eV
* F_max: 4.24 eV Å⁻¹

Geometry (Å):
H 11.29684 -14.75263 14.02398
H 13.39679 -29.17975 10.58705
H 14.98657 -29.91556 10.44300
H 14.64642 -18.49960 18.80194
H 10.89773 -21.61733 12.70873
H 11.38068 -20.70465 16.13922
H 7.96432 -20.40392 13.45776
H 14.91642 -18.52737 16.46197
H 10.82965 -26.27882 15.22228
S 9.86607 -23.38646 13.68587
O 9.57423 -19.07557 15.27349
C 12.23373 -26.87372 7.25414
H 12.09818 -13.57434 14.94755
H 13.31093 -26.85742 7.00108
H 12.02401 -27.00338 12.41634
H 15.51849 -28.82837 18.50293
C 13.54163 -19.73397 12.77779
H 11.86006 -27.89901 7.24690
H 15.42559 -12.65644 9.43580
C 13.78974 -21.78662 13.85635
H 13.61452 -28.40158 17.19881
H 14.76730 -22.00366 15.59485
H 10.87036 -26.49022 8.85786
H 18.44992 -16.18216 13.18660
C 11.42498 -19.76415 16.71242
H 10.62244 -17.70176 16.39229
C 17.53499 -19.53910 13.61573
H 14.78391 -17.87276 14.90422
S 9.14479 -18.44920 13.91570
C 10.81821 -18.64944 15.80842
H 22.60055 -20.48657 15.44336
H 16.40813 -28.93053 11.91493
H 16.34021 -17.55796 16.01502
C 11.75621 -26.05760 11.92164
C 17.28414 -24.84613 10.70514
C 11.85488 -26.13568 8.55428
O 14.96382 -14.45323 11.40112
C 14.26654 -18.07565 20.91234
C 7.86287 -24.33831 12.43610
H 13.07867 -17.86440 19.09805
O 17.69829 -22.17474 10.65347
H 7.32599 -26.44135 12.59917
H 7.90835 -23.52036 11.71059
H 15.57040 -21.28486 10.31769
C 14.39070 -27.68944 17.02499
C 11.86346 -26.59514 15.37059
H 9.63828 -22.28530 11.68093
S 20.29027 -23.70144 13.26109
O 20.10644 -19.13024 13.83880
H 18.87613 -15.33085 10.95163
O 20.68396 -24.73117 12.32210
H 16.85729 -25.58891 10.01954
S 15.60129 -14.87194 10.18253
H 12.56118 -22.62869 18.39937
O 14.34741 -25.84883 11.24890
H 18.34299 -25.02284 10.97647
H 7.06629 -19.38935 14.59745
O 11.68116 -27.19431 17.84034
H 17.27305 -27.23747 15.04932
H 12.58183 -29.93129 13.23696
H 14.91211 -30.62315 12.92704
H 19.10735 -21.42426 18.19564
C 17.86853 -15.59260 11.18397
H 14.90970 -27.25722 19.04810
H 11.32898 -23.08532 11.84822
C 12.05422 -14.67257 14.88145
C 18.01282 -20.26593 16.74659
H 12.99200 -23.45027 15.56352
S 14.27323 -20.98773 18.94570
C 14.93696 -22.08279 10.05823
H 13.43249 -30.83643 10.89155
O 17.80437 -23.57052 8.55250
H 12.74939 -21.67770 14.31246
H 16.55840 -19.56403 14.06700
H 15.27039 -27.57819 12.30993
O 19.02856 -20.23352 15.70002
C 13.17979 -22.31198 19.20792
H 10.81782 -26.11018 11.34765
H 20.25240 -21.24901 13.21145
H 14.25564 -24.38032 15.70464
S 14.42479 -16.32912 16.59037
H 13.11480 -16.32660 14.07171
H 8.15931 -25.98668 10.96346
H 12.59487 -22.03646 20.10271
H 14.72961 -21.22698 8.11617
O 15.42126 -21.10464 19.81473
H 11.95807 -27.74746 15.29791
H 18.03499 -19.30278 17.33285
O 15.32919 -15.79270 17.56028
H 23.57242 -21.78840 14.91814
C 15.29513 -13.59947 8.97951
H 16.34532 -27.35991 17.91951
C 17.10570 -27.55484 14.04350
O 13.05995 -16.66245 16.93673
S 13.00992 -25.54992 10.85530
O 19.12010 -23.83606 14.07526
O 12.70615 -26.48963 9.63539
H 12.47914 -25.96737 14.72280
O 8.94710 -17.01577 14.07883
O 13.30472 -19.88993 19.54660
C 18.20175 -21.45807 17.58491
H 12.36294 -19.43483 17.15662
H 14.63192 -17.06911 20.91232
O 14.31994 -15.19955 15.44164
C 13.84287 -18.48305 19.53620
H 17.74879 -20.54593 13.18081
C 7.68463 -19.34230 13.65103
H 14.54513 -22.36009 11.05696
O 15.72588 -23.16887 9.56053
C 21.48883 -22.38028 15.21170
C 13.28190 -15.33804 14.41388
H 13.61103 -22.21784 12.79453
H 13.94766 -18.76154 12.53961
O 10.10333 -18.79681 12.90661
H 6.50569 -25.51503 11.28107
H 17.56757 -18.82227 12.82499
H 21.25853 -22.03288 11.84923
H 11.73089 -26.32739 6.48869
H 7.15506 -18.87631 12.84085
O 10.90357 -23.92299 14.54500
H 20.47372 -21.93094 15.30065
O 15.40843 -16.22765 9.78033
C 15.53896 -28.62757 12.57523
C 15.86496 -23.15010 14.06109
H 7.22425 -23.97084 13.27028
H 15.59582 -23.71326 13.12166
H 16.53101 -23.77831 14.67851
H 17.38261 -21.58884 18.23677
O 16.05674 -28.58054 13.90215
S 17.25632 -23.31592 9.84716
N 13.74343 -23.76805 15.06294
O 14.36706 -20.51351 13.56098
H 11.69246 -25.29698 12.69594
H 16.80260 -24.72317 11.67202
O 17.11838 -14.64251 10.36610
C 7.46882 -25.70162 11.84766
H 11.61940 -18.48515 15.03780
H 14.92810 -27.82327 16.09080
C 15.24117 -17.68439 15.87698
H 21.69529 -22.91175 16.14546
H 13.53941 -22.49385 8.50356
H 13.85666 -23.14477 19.49163
H 13.64919 -29.09249 14.23785
H 13.41192 -20.22288 11.77984
H 22.32899 -20.99670 13.90479
C 20.33623 -22.05651 12.45249
O 9.20880 -24.61682 12.99892
C 10.49501 -22.52859 12.34414
S 18.88981 -19.07298 14.65017
O 12.19006 -24.78051 17.27973
O 21.50940 -23.52622 14.31671
H 14.23489 -13.74881 8.59278
H 19.46691 -22.02559 11.74179
H 18.33613 -22.34252 16.93826
H 11.67810 -15.26444 15.71781
C 14.05758 -21.66025 8.93118
H 10.78945 -19.93565 17.57498
H 16.80834 -26.59841 13.52468
C 15.40310 -27.77617 18.19505
H 17.03313 -20.28882 16.30810
H 17.80642 -14.60393 13.15307
H 18.05542 -27.93723 13.65245
O 8.88980 -22.55664 14.29294
O 13.91697 -26.34884 16.92724
N 13.32242 -29.26464 13.29981
H 13.41749 -18.22206 21.61135
C 22.53490 -21.40572 14.87052
H 12.65632 -19.58527 13.35246
C 14.46995 -29.69772 12.51517
H 16.55906 -22.36040 13.73239
H 11.86966 -25.08590 8.45570
H 16.69982 -16.02716 12.91098
H 15.09038 -18.60516 21.39667
O 14.49446 -20.75207 17.51779
C 17.71455 -15.59822 12.69372
S 12.30869 -26.20684 17.01003
C 14.05238 -29.96000 11.06275
O 12.70763 -24.16577 10.46721
H 17.57237 -16.58447 10.83430
H 13.39856 -20.86928 9.17879
H 15.93696 -13.66587 8.11182
H 13.76596 -14.86777 13.58323
O 18.56540 -17.78670 15.22927
C 14.60318 -22.62987 14.72022

Force components x, y, z for each atom (eV/Å):
0.75 -0.35 1.11
0.68 -0.04 0.94
-0.90 -0.69 0.30
0.29 0.22 0.16
0.30 1.01 0.43
0.79 0.28 0.23
-0.08 0.85 -0.13
-0.06 -0.52 0.49
0.02 -0.20 0.17
2.00 -0.37 1.98
-0.37 -0.89 0.20
0.56 0.17 0.87
0.47 -0.53 0.84
-0.52 0.04 0.44
-0.08 0.05 -0.41
0.14 0.36 -0.24
-0.04 -0.42 -1.20
0.19 0.07 0.09
-0.01 0.88 0.71
-2.30 1.15 -3.37
-0.69 -0.32 -0.17
0.68 -0.04 0.30
-0.36 0.30 -0.18
0.80 -0.87 0.04
-1.71 0.53 -0.30
0.45 -0.98 -0.76
0.66 -1.61 -0.29
0.69 0.12 -0.31
0.94 2.58 -0.53
2.14 0.75 1.57
-0.63 -0.11 0.79
-0.88 0.21 0.26
-0.88 0.06 -0.81
-0.24 -0.43 1.13
1.07 0.31 0.74
-0.28 -1.54 -0.36
-0.49 0.00 -0.28
-0.42 -0.61 1.16
0.10 -1.10 0.62
-0.48 0.09 0.16
-0.41 -1.51 -0.75
0.13 -0.65 0.36
0.20 -0.34 -0.14
1.13 1.14 0.09
2.54 -0.01 0.33
-0.17 -1.35 -0.28
0.73 -0.22 0.21
1.68 1.21 0.02
-1.50 -0.29 1.17
0.68 -0.15 -0.49
-0.51 0.89 0.99
0.12 0.19 0.53
-0.46 0.45 1.48
-0.29 0.19 -0.74
-0.40 -0.15 0.46
-0.34 -0.17 -0.55
0.66 0.47 -1.09
0.55 0.31 0.28
-0.27 -0.42 0.99
-0.38 -0.44 0.43
0.04 0.22 -0.17
-0.01 0.26 -0.02
0.07 -0.72 0.24
0.71 -0.18 -0.43
-0.91 0.30 0.19
-2.33 0.11 -2.02
-0.31 1.87 0.69
-2.47 0.80 1.45
0.08 0.67 -0.62
-0.03 -0.25 1.09
0.54 -0.58 0.24
0.71 0.23 0.17
1.07 0.19 -0.36
-0.23 0.11 0.48
-0.46 -1.00 -0.19
-0.25 0.41 0.32
0.71 -1.16 1.70
0.43 0.01 0.29
0.20 -0.66 -0.64
-0.15 0.23 -0.31
-0.53 1.97 -0.33
-0.11 -1.42 0.30
-0.70 0.20 1.86
0.22 -0.23 -0.49
-0.76 -0.65 0.97
-0.39 -0.02 -0.69
0.02 2.07 -0.26
0.35 -0.90 -0.57
-0.41 -0.04 0.19
-0.65 -0.26 -0.28
-1.60 -1.58 -1.44
0.62 0.43 0.07
-1.11 -0.05 -1.57
0.67 -0.43 0.05
0.07 2.24 -1.70
-0.63 -0.12 -0.38
1.20 -0.80 -0.05
0.16 -0.46 -0.06
-0.45 -1.57 0.09
0.31 1.20 -0.23
1.81 -1.25 -0.44
0.24 -0.29 -0.72
-0.32 0.89 -0.10
0.54 -1.50 0.68
0.61 -1.35 -0.39
-0.08 0.76 0.33
-0.85 -1.56 1.61
-0.62 -0.26 -0.97
-0.45 -0.24 0.12
-1.05 -1.13 1.54
1.27 1.39 0.17
0.07 -0.12 1.66
0.62 0.28 0.29
0.07 -0.57 -0.27
0.68 -0.43 0.88
-0.06 0.56 -0.56
-0.28 0.09 0.51
-0.44 0.26 -0.81
-0.21 0.11 -0.33
-0.90 0.43 -1.22
0.74 -0.44 -0.27
-0.42 -0.08 -0.83
1.94 0.44 -0.27
0.89 -0.07 -1.02
0.35 -0.59 -0.57
0.09 0.35 0.97
-0.68 0.01 0.01
-1.05 -0.17 0.67
0.87 1.20 0.97
0.13 0.84 -0.21
2.84 -1.28 -1.06
1.50 -0.56 1.41
-0.09 0.06 0.06
-0.53 -0.18 -0.22
1.18 0.54 0.37
-0.63 1.97 -3.07
-1.20 0.23 0.24
-0.18 -0.67 -0.23
0.08 -0.39 -0.04
-0.09 0.55 0.25
-0.50 -0.41 -0.13
-0.52 0.29 -0.23
-0.35 -0.21 0.36
-0.59 0.21 0.61
0.19 0.02 -0.96
-0.87 -0.85 -0.45
-1.21 0.03 -0.38
0.58 -0.38 -1.63
1.25 1.34 -1.75
-0.43 -1.71 -0.04
-0.35 -0.18 -1.53
1.24 0.26 0.78
0.73 -0.05 0.77
-0.36 0.18 0.22
-0.25 0.83 0.14
1.41 0.33 -1.45
-0.39 0.00 0.17
0.24 -1.01 0.10
-2.03 -0.47 0.36
-0.54 -0.14 -0.59
-0.29 -0.14 -0.28
-0.20 0.12 -0.16
-1.18 0.59 0.35
-1.61 -0.18 0.67
0.46 0.77 -0.35
0.33 0.52 -0.39
1.66 0.90 -0.38
-1.40 0.19 -0.25
-0.49 0.20 -0.65
-0.46 0.06 0.07
-0.03 1.21 -0.28
0.89 0.53 0.27
-0.01 -0.59 -0.69
0.04 -0.09 1.48
-2.44 1.07 -0.17
0.35 2.22 0.11
0.26 1.33 -1.18
0.17 -1.59 0.47
0.49 0.08 -0.29
-0.86 0.65 0.51
0.34 -0.32 -0.02
0.06 0.56 -0.59
0.07 -1.10 0.33
0.59 -0.96 0.67